Record 1
The following is a DFT calculation (the ωB97M-V functional and the def2-TZVPD basis) of a structure of composition C17H26F6NOPZn.

```
53
Properties=species:S:1:pos:R:3:forces:R:3:lowdin_charge:R:1
C 1.644 4.476 -1.328 -0.9 -3.0 1.1 -0.040
C 0.345 4.314 -0.770 1.0 0.6 -0.6 -0.033
C -0.115 3.058 -0.386 -0.2 1.4 0.0 -0.274
C 0.668 1.972 -0.644 0.3 -1.7 1.5 -0.169
C 1.980 2.092 -1.039 0.7 0.2 -0.4 -0.339
C 2.492 3.323 -1.396 -0.8 1.7 -0.5 -0.040
C -1.464 2.947 0.271 -0.3 0.1 0.1 -0.128
C -2.458 2.031 -0.438 -0.1 0.1 -0.4 -0.169
N -1.871 0.842 -1.100 -0.9 -0.5 -0.6 -0.341
Zn -0.234 0.251 -0.072 0.4 0.2 0.7 0.445
C 2.841 0.853 -1.178 -0.3 -0.4 0.2 -0.296
P 1.663 -0.471 -1.611 0.9 0.7 -0.7 0.789
H -0.341 5.159 -0.668 0.4 0.0 0.0 0.106
H 3.492 3.377 -1.828 -0.1 0.2 0.2 0.105
H 1.957 5.402 -1.687 0.6 1.4 -0.4 0.071
H 3.230 0.488 -0.212 0.4 0.6 -0.3 0.092
H 3.609 0.963 -1.958 0.0 -0.1 0.5 0.097
H -1.423 2.566 1.314 0.4 0.6 -0.6 0.113
H -1.901 3.950 0.226 -0.1 -0.1 0.5 0.112
H -3.158 1.655 0.318 0.0 0.2 -0.4 0.121
C 2.559 -2.052 -1.552 -0.4 -0.1 0.1 -0.255
C 1.573 -0.127 -3.459 -0.6 -0.4 -0.3 -0.232
H -2.975 2.610 -1.221 -0.2 -0.2 0.2 0.130
C -1.493 1.113 -2.509 -0.5 0.1 0.1 -0.071
C -2.875 -0.255 -1.078 0.1 0.3 -0.2 -0.074
H 1.356 -0.531 0.202 0.1 -0.2 -0.3 0.053
H -2.413 1.384 -3.046 0.2 0.0 -0.1 0.096
H -0.769 1.936 -2.572 -0.3 -0.3 0.0 0.089
H -1.067 0.204 -2.960 -0.2 0.3 0.2 0.073
H -3.699 -0.014 -1.775 0.1 -0.1 0.4 0.100
H -2.373 -1.160 -1.405 -0.1 -0.2 -0.1 0.073
H -3.231 -0.394 -0.049 0.1 0.0 -0.4 0.074
H 2.572 -0.263 -3.923 -0.5 0.0 0.3 0.052
H 0.853 -0.861 -3.875 0.5 0.4 -0.1 0.040
H 1.192 0.888 -3.683 0.3 -0.5 0.3 0.046
H 3.419 -2.053 -2.252 -0.5 -0.1 0.5 0.058
H 2.857 -2.171 -0.491 0.0 -0.3 -0.7 0.051
H 1.796 -2.813 -1.829 0.8 0.2 0.2 0.054
H -0.191 -1.400 -0.246 -0.5 -0.7 -0.1 0.079
C -1.485 0.708 3.900 0.0 0.1 0.2 -0.005
C -1.249 -0.297 2.747 -0.3 -1.7 2.8 -0.478
O -1.169 0.390 1.649 0.8 0.2 -2.1 -0.193
C 0.074 -1.203 3.242 -1.8 1.7 -0.5 -0.499
F -0.151 -1.656 4.509 0.7 0.1 -1.0 0.116
F 0.354 -2.241 2.445 0.1 0.1 0.3 0.125
F 1.158 -0.379 3.250 -0.4 -0.7 0.2 0.114
C -2.530 -1.313 2.695 1.8 1.8 0.1 -0.513
F -2.767 -1.918 3.876 -0.3 0.0 -0.8 0.142
F -3.608 -0.544 2.361 0.2 -0.9 0.2 0.110
F -2.353 -2.233 1.732 -0.5 0.0 0.3 0.132
H -0.607 1.405 3.944 -0.7 -0.8 0.0 0.106
H -1.623 0.165 4.854 0.0 0.7 -0.3 0.088
H -2.375 1.320 3.621 0.6 -0.5 0.4 0.098
```
Forces are in eV/Å.

Properties
LUMO energy (spin up / spin down): -1.42 / -1.73 eV
molar mass: 470.8 g/mol
HOMO energy (spin up / spin down): -7.665 / -7.796 eV
frontier orbital gap (spin up / spin down): 6.246 / 6.062 eV
energy relative to the best compared isomer or geometry (same formula, charge and spin): 285.9 kJ/mol



Record 2
The following is a DFT calculation (the ωB97M-V functional and the def2-TZVPD basis) of a cluster of 26 separate species, C53H167N43O26 in total.

```
289
Properties=species:S:1:pos:R:3:forces:R:3:lowdin_charge:R:1
C 3.684 -2.262 7.064 -5.6 -2.3 -1.6 -0.869
O 4.269 -1.302 7.277 4.2 6.7 0.9 0.117
N 2.460 -2.315 6.475 -0.6 1.6 -1.2 0.171
N 3.974 -3.433 7.496 2.4 -5.1 1.5 0.166
H 2.102 -1.388 6.292 -0.8 -0.5 -0.4 0.087
H 2.030 -3.171 6.157 -0.2 0.7 0.1 0.103
H 4.965 -3.544 7.656 -0.1 -0.6 0.1 0.125
H 3.462 -4.137 6.985 0.7 -0.6 0.6 0.098
C -3.368 0.623 -7.547 2.9 0.2 1.3 -0.722
O -2.137 0.522 -7.433 0.1 0.3 1.3 -0.004
N -3.902 0.760 -8.716 -2.5 -0.2 -3.1 0.174
N -4.279 0.674 -6.565 0.2 -0.5 1.1 0.188
H -3.373 0.872 -9.569 -0.1 -0.5 0.3 0.133
H -4.826 0.356 -8.669 -0.1 0.5 -1.5 0.113
H -3.943 0.625 -5.613 -0.5 0.1 0.2 0.075
H -5.253 0.606 -6.821 0.2 0.3 0.7 0.117
C 0.160 1.541 -4.582 -0.2 -1.4 0.5 -0.691
O 0.810 1.607 -3.538 -0.1 0.9 0.7 -0.027
N 0.590 0.838 -5.618 0.4 -0.3 -1.9 0.184
N -1.102 1.986 -4.834 0.5 1.1 1.4 0.187
H -0.085 0.899 -6.367 0.8 -0.8 -0.8 0.080
H 1.477 0.358 -5.669 -0.3 0.3 0.1 0.112
H -1.560 1.573 -5.634 -0.6 0.1 0.2 0.061
H -1.590 2.249 -3.990 -0.6 -0.4 -0.6 0.055
C 3.369 4.834 2.018 -1.3 1.0 0.7 -0.734
O 4.256 4.148 2.431 2.0 -1.3 0.0 0.059
N 3.234 5.394 0.827 1.3 0.4 -4.0 0.163
N 2.317 5.214 2.709 -2.4 0.2 2.3 0.194
H 2.548 6.123 0.690 0.6 -0.1 -0.3 0.110
H 4.028 5.361 0.204 -0.2 0.2 0.0 0.105
H 1.641 5.780 2.216 -0.1 -0.2 1.0 0.103
H 2.186 4.949 3.675 0.0 0.0 0.0 0.108
C -2.063 3.761 3.357 1.6 0.1 5.7 -0.768
O -1.942 4.308 4.478 -1.0 0.0 -0.4 -0.025
N -2.211 4.290 2.248 -1.9 6.2 -6.8 0.201
N -1.856 2.519 3.136 0.7 -6.1 1.7 0.200
H -2.396 5.278 2.147 0.2 -0.2 0.1 0.134
H -2.020 3.794 1.390 -0.1 0.4 -0.2 0.073
H -1.808 2.150 2.197 0.2 -0.3 0.5 0.072
H -1.626 1.933 3.925 -0.1 -0.3 -0.2 0.105
C 3.940 0.852 4.031 -1.9 2.0 -0.5 -0.791
O 2.831 0.957 4.493 -2.7 1.7 0.7 0.038
N 4.583 1.554 3.121 0.5 2.4 -2.7 0.183
N 4.677 -0.117 4.330 3.4 -5.4 2.0 0.197
H 4.323 2.472 2.791 0.1 0.1 0.2 0.046
H 5.503 1.188 2.921 -0.1 1.1 -0.2 0.095
H 4.301 -0.723 5.046 0.7 -0.6 -0.2 0.094
H 5.333 -0.277 3.580 0.3 -1.7 1.2 0.110
C -8.797 0.314 -2.656 -4.6 1.2 -0.4 -0.790
O -9.890 0.027 -3.118 -1.2 0.7 -0.6 0.017
N -7.888 -0.579 -2.629 3.9 -3.6 0.0 0.174
N -8.475 1.450 -2.046 0.6 0.8 0.1 0.193
H -7.062 -0.390 -2.080 0.0 -0.7 -0.1 0.047
H -8.249 -1.511 -2.769 0.4 0.1 0.0 0.126
H -7.586 1.310 -1.588 -0.4 1.7 0.4 0.067
H -9.136 2.213 -2.024 0.6 -0.1 0.3 0.127
C 2.428 4.706 -3.447 1.8 4.4 -0.2 -0.841
O 2.685 5.888 -3.413 0.1 1.9 0.2 0.050
N 1.984 4.114 -4.496 -2.1 -1.0 -4.5 0.188
N 2.596 3.897 -2.476 0.3 -3.9 3.9 0.173
H 1.896 4.761 -5.267 0.0 -0.7 -0.3 0.140
H 2.038 3.109 -4.578 -0.1 0.3 -0.6 0.094
H 2.350 2.988 -2.840 0.5 -0.9 1.6 0.088
H 3.204 4.072 -1.689 0.0 -0.2 -0.4 0.112
C 6.240 2.439 -1.851 1.7 -2.3 -4.2 -0.777
O 6.866 2.680 -2.885 -0.7 -0.7 -0.2 0.029
N 6.111 3.324 -0.960 -1.1 5.4 5.2 0.161
N 5.666 1.282 -1.488 -0.1 -1.6 -0.2 0.183
H 5.797 3.072 -0.034 0.0 0.4 -0.1 0.098
H 6.195 4.304 -1.191 0.5 -0.4 0.1 0.127
H 5.482 0.642 -2.247 -0.1 -0.4 0.2 0.056
H 5.110 1.291 -0.645 -0.1 -0.3 -0.6 0.057
C -5.384 -1.544 4.570 -0.3 0.4 2.0 -0.799
O -4.501 -1.604 5.404 0.8 -0.1 0.9 0.038
N -6.675 -1.403 4.792 -3.2 0.3 3.9 0.150
N -5.302 -1.579 3.313 4.1 -0.1 -6.4 0.162
H -7.290 -1.177 4.024 -0.1 0.0 0.7 0.090
H -6.843 -1.244 5.775 -1.0 0.2 -0.3 0.112
H -4.363 -1.516 2.948 -0.3 -0.4 -0.2 0.075
H -6.016 -1.253 2.678 -0.3 -0.2 0.2 0.032
C -5.139 -1.509 -1.890 1.4 -2.0 -1.6 -0.734
O -5.522 -0.607 -1.191 -1.1 2.2 2.0 -0.019
N -4.259 -1.341 -2.839 1.6 1.6 -1.3 0.225
N -5.591 -2.762 -1.802 -1.6 -1.2 1.2 0.195
H -4.080 -0.362 -3.013 0.8 0.3 -0.4 0.075
H -3.804 -2.068 -3.372 0.0 -0.2 0.1 0.058
H -6.540 -2.702 -1.460 0.0 -1.0 0.2 0.110
H -5.352 -3.457 -2.495 -0.2 0.3 0.1 0.110
C 3.832 -1.006 -4.034 1.3 -0.2 -0.5 -0.798
O 4.671 -0.269 -3.607 2.1 1.2 0.2 0.075
N 2.616 -0.977 -3.670 -6.0 1.1 2.8 0.180
N 3.935 -1.945 -4.944 2.9 -2.3 -2.9 0.175
H 2.354 -0.230 -3.043 -0.5 -0.3 0.1 0.105
H 2.042 -1.796 -3.815 -0.3 0.6 0.4 0.092
H 3.129 -2.374 -5.378 0.5 0.2 0.0 0.109
H 4.844 -1.994 -5.381 -0.2 -0.5 -0.2 0.128
C 1.057 4.154 5.977 2.4 1.5 0.6 -0.835
O 2.243 4.209 6.291 0.6 0.2 0.6 0.014
N 0.189 5.107 6.138 -1.9 4.5 2.2 0.167
N 0.552 3.210 5.283 -0.2 -3.9 -1.8 0.185
H -0.768 5.070 5.816 0.2 -0.1 0.0 0.069
H 0.461 5.867 6.744 -0.1 -0.1 -0.2 0.116
H -0.404 3.344 4.984 0.2 -0.8 -0.5 0.055
H 1.321 2.592 5.070 -0.7 -1.2 -0.9 0.094
C -0.794 -0.047 6.925 -1.9 -3.6 -0.6 -0.833
O -0.436 -1.207 6.887 2.0 -1.3 -0.4 0.032
N -0.383 0.881 7.666 4.0 4.3 4.0 0.194
N -1.900 0.275 6.332 -4.2 0.2 -3.8 0.169
H -0.818 1.790 7.601 0.7 -0.1 0.1 0.116
H 0.587 0.792 7.933 -0.1 0.5 0.4 0.135
H -2.319 -0.528 5.886 -0.7 0.2 0.0 0.083
H -2.466 1.103 6.458 0.3 -0.2 0.1 0.114
C -4.185 2.468 -2.722 0.8 -1.1 -3.2 -0.725
O -3.732 1.628 -3.521 -0.1 -1.4 0.1 -0.030
N -4.060 3.735 -2.972 0.9 4.0 -0.5 0.169
N -4.909 2.266 -1.667 -1.3 -1.6 2.4 0.213
H -3.624 4.202 -3.755 0.0 -0.8 -0.1 0.127
H -4.262 4.329 -2.180 -0.2 0.3 -0.1 0.030
H -5.143 1.309 -1.444 0.2 0.0 0.5 0.070
H -4.944 3.039 -1.018 -0.6 -0.2 0.3 0.095
C 7.865 -2.469 -0.307 -1.8 1.3 0.6 -0.807
O 8.135 -2.168 -1.430 1.8 -0.3 -2.7 0.049
N 6.921 -1.818 0.351 -1.1 1.7 0.9 0.150
N 8.320 -3.471 0.432 2.2 -2.3 -0.1 0.173
H 6.559 -2.320 1.149 -0.9 0.8 0.2 0.020
H 6.418 -1.117 -0.175 0.0 -0.1 0.3 0.093
H 8.121 -3.586 1.415 0.2 0.0 -0.4 0.103
H 9.051 -3.971 -0.055 0.0 -0.4 0.7 0.116
C -0.855 4.326 -1.224 -1.9 0.8 1.2 -0.715
O -1.815 4.527 -0.474 -1.7 -0.3 0.0 -0.024
N 0.323 4.425 -0.740 4.2 0.3 1.7 0.216
N -0.902 4.081 -2.509 -1.0 -0.6 -2.7 0.227
H 1.117 4.193 -1.320 0.3 0.1 0.3 0.062
H 0.448 4.670 0.232 -0.1 -0.2 -0.3 0.110
H -1.783 3.806 -2.919 0.2 0.4 0.2 0.068
H -0.079 4.162 -3.089 -0.2 -0.3 0.0 0.093
C -8.790 0.882 1.423 1.1 0.6 -1.0 -0.025
C -7.209 0.731 1.263 -2.4 0.0 -0.8 -0.376
C -6.436 1.660 2.191 -0.4 0.6 0.3 -0.193
O -6.925 2.960 1.930 -0.7 2.3 -0.6 -0.228
C -6.386 4.083 2.752 0.2 -3.3 0.4 -0.027
N -7.024 -0.700 1.381 0.9 -0.3 0.8 0.021
H -9.142 0.683 2.435 0.3 0.4 0.2 0.082
H -9.284 0.134 0.804 0.2 -0.2 -0.2 0.065
H -9.155 1.821 1.007 0.1 0.2 0.6 0.069
H -6.868 0.831 0.233 -0.5 1.5 -0.2 0.085
H -5.359 1.748 2.048 0.3 -0.9 0.0 0.121
H -6.689 1.337 3.201 0.3 0.1 0.5 0.121
H -5.308 4.138 2.596 0.1 0.2 -0.1 0.059
H -6.546 3.638 3.734 0.2 0.9 0.6 0.084
H -6.851 5.067 2.681 -0.4 -0.5 -0.7 0.082
H -7.867 -1.147 1.050 0.2 -0.2 -0.1 0.086
H -6.282 -0.835 0.709 0.1 -1.2 -0.1 0.055
C 4.725 -3.997 4.219 -1.3 0.3 2.0 -0.083
C 5.540 -4.281 3.016 -0.9 -1.0 0.8 -0.427
C 5.164 -5.606 2.349 -0.8 -0.2 0.6 -0.211
O 5.792 -5.809 1.091 0.2 0.0 0.3 -0.216
C 5.699 -7.192 0.690 0.5 1.1 0.8 -0.058
N 5.358 -3.233 2.042 1.9 -1.1 -0.6 0.059
H 5.233 -3.319 4.905 0.3 0.2 -0.2 0.077
H 4.503 -4.852 4.857 0.1 -0.5 -0.2 0.079
H 3.768 -3.498 4.067 -0.1 -0.1 -0.6 0.066
H 6.509 -4.459 3.483 0.9 0.7 -0.9 0.140
H 4.085 -5.563 2.206 -0.5 -0.1 -0.2 0.121
H 5.325 -6.404 3.074 0.4 -0.4 -0.1 0.126
H 6.345 -7.707 1.401 -0.3 -0.7 0.0 0.086
H 6.138 -7.326 -0.299 -0.4 0.3 0.0 0.091
H 4.648 -7.469 0.776 0.1 -0.5 -0.3 0.093
H 5.497 -3.899 1.296 0.3 1.1 -1.8 0.040
H 4.410 -2.918 1.889 -0.7 0.1 0.9 0.036
C -4.453 -5.009 2.388 -0.2 -0.6 0.0 -0.060
C -3.806 -4.277 1.203 -1.1 0.6 1.5 -0.416
C -2.616 -3.343 1.654 -0.2 -2.6 -1.3 -0.208
O -2.922 -2.292 2.479 0.3 0.9 0.0 -0.204
C -1.812 -1.493 2.862 1.0 -0.5 0.4 -0.070
N -3.306 -5.282 0.266 0.7 0.7 -0.3 0.045
H -5.322 -5.603 2.108 0.1 -0.3 -0.8 0.067
H -4.944 -4.447 3.182 0.9 0.7 0.1 0.071
H -3.719 -5.721 2.765 0.0 0.1 0.4 0.081
H -4.593 -3.651 0.782 0.0 0.3 -0.3 0.106
H -2.157 -3.030 0.717 0.4 0.4 -0.2 0.116
H -1.937 -4.058 2.119 0.4 0.1 0.3 0.118
H -1.034 -1.348 2.113 -0.5 0.4 -1.0 0.062
H -1.171 -1.986 3.592 -0.5 -0.3 0.8 0.098
H -2.137 -0.538 3.274 -0.2 -0.2 -0.1 0.081
H -3.970 -5.977 -0.041 -0.4 0.0 0.6 0.071
H -3.065 -4.802 -0.590 0.4 0.1 -0.2 0.051
C 1.075 -4.305 1.649 0.4 0.1 -1.0 -0.025
C 2.034 -3.424 0.826 -0.2 0.2 -0.6 -0.383
C 1.240 -2.914 -0.407 2.5 -0.5 0.4 -0.195
O 0.601 -3.980 -1.137 -0.9 2.2 0.6 -0.189
C -0.004 -3.380 -2.279 -0.6 -0.7 -0.6 -0.119
N 2.555 -2.323 1.677 -1.2 -0.3 0.6 0.058
H 1.508 -4.692 2.571 -0.1 0.2 0.0 0.080
H 0.727 -5.125 1.022 0.3 -0.2 0.1 0.085
H 0.166 -3.718 1.782 0.1 0.1 0.6 0.052
H 2.909 -3.946 0.438 0.0 -0.5 0.2 0.102
H 1.969 -2.489 -1.097 0.3 0.2 -0.2 0.109
H 0.762 -2.026 0.008 -1.7 -0.3 -0.4 0.101
H -0.355 -2.355 -2.151 0.2 0.1 0.4 0.086
H -0.883 -3.942 -2.591 -0.1 -0.3 0.3 0.078
H 0.640 -3.416 -3.157 0.5 0.1 0.0 0.062
H 2.649 -1.377 1.335 0.5 -0.2 -1.3 0.033
H 1.782 -2.089 2.283 -0.2 -0.3 0.9 0.067
C -1.110 -2.176 -5.584 0.3 0.0 0.7 -0.054
C -2.564 -2.502 -5.702 -1.9 0.2 -1.0 -0.433
C -2.818 -3.002 -7.131 0.7 -1.1 -0.6 -0.199
O -2.417 -4.378 -7.322 -0.7 -0.5 -1.4 -0.210
C -2.733 -4.740 -8.738 1.3 -0.4 1.4 -0.061
N -3.062 -3.430 -4.692 1.2 -0.5 0.3 0.040
H -0.734 -1.612 -6.438 -0.3 0.1 0.1 0.070
H -0.577 -3.126 -5.563 0.3 0.0 0.2 0.086
H -0.947 -1.585 -4.683 0.3 -0.2 0.1 0.075
H -3.214 -1.646 -5.521 0.4 0.6 -0.6 0.109
H -2.107 -2.499 -7.786 -0.7 0.9 -0.3 0.111
H -3.853 -3.001 -7.472 -0.2 0.8 0.1 0.123
H -3.752 -5.091 -8.904 -0.3 0.6 0.3 0.084
H -2.106 -5.589 -9.011 0.1 0.0 0.4 0.082
H -2.426 -3.941 -9.413 -0.3 0.2 0.1 0.082
H -2.591 -4.283 -4.959 -0.1 -0.8 0.6 0.076
H -4.051 -3.616 -4.780 -0.2 0.0 -0.5 0.080
C 2.729 1.002 0.258 -1.6 0.8 -0.6 -0.021
C 1.340 1.403 0.881 0.9 -1.5 -1.8 -0.400
C 0.116 1.038 0.020 1.1 1.8 -0.5 -0.160
O -1.020 1.621 0.651 -0.1 -0.3 -0.4 -0.228
C -2.179 1.265 -0.036 -2.1 -0.5 -0.2 -0.117
N 1.121 0.689 2.093 0.1 0.1 0.3 0.089
H 2.822 -0.074 0.110 0.0 0.1 0.0 0.060
H 3.584 1.387 0.813 -0.3 -0.1 0.3 0.049
H 2.749 1.470 -0.727 0.2 -0.1 -0.3 0.058
H 1.331 2.479 1.051 0.1 0.3 -0.3 0.121
H -0.041 -0.030 -0.127 0.3 -0.1 0.1 0.114
H 0.177 1.592 -0.917 0.2 -0.5 -0.6 0.103
H -2.156 0.975 -1.086 1.1 0.4 -0.4 0.090
H -2.924 2.061 -0.033 0.2 0.3 0.4 0.069
H -2.664 0.384 0.384 0.0 -0.2 0.6 0.092
H 0.426 1.329 2.448 -0.2 -0.6 1.7 0.063
H 1.990 0.775 2.601 -0.4 0.1 1.1 0.040
C 2.596 -6.597 -4.697 1.7 0.0 -1.4 -0.089
C 2.647 -6.530 -3.235 -0.4 1.0 1.3 -0.427
C 3.298 -5.255 -2.575 1.3 0.0 -1.2 -0.147
O 4.726 -5.376 -2.376 -0.6 -0.3 0.4 -0.185
C 5.356 -4.221 -1.807 0.0 -0.1 -0.5 -0.091
N 1.240 -6.547 -2.865 -0.4 0.5 2.6 0.045
H 2.280 -7.606 -4.959 0.0 0.1 -0.3 0.088
H 3.602 -6.402 -5.070 0.0 -0.2 -0.6 0.086
H 1.897 -5.870 -5.112 0.1 0.1 0.0 0.074
H 3.230 -7.350 -2.816 -0.3 -0.4 0.0 0.135
H 2.825 -4.979 -1.633 -0.2 -0.2 0.0 0.101
H 3.210 -4.459 -3.315 -0.6 0.6 0.0 0.107
H 6.376 -4.479 -1.523 -0.2 -0.2 0.0 0.083
H 4.865 -3.799 -0.930 -0.4 -0.3 0.2 0.065
H 5.442 -3.400 -2.519 -0.1 0.0 -0.3 0.082
H 1.136 -5.725 -2.287 -0.7 -0.3 0.6 0.020
H 0.485 -6.474 -3.532 0.7 -0.3 -0.8 0.066
C -4.933 6.613 -2.453 -0.3 0.1 -0.9 -0.061
C -5.004 6.483 -0.956 -1.9 3.3 -1.5 -0.435
C -6.409 6.947 -0.410 0.8 -0.7 1.1 -0.183
O -6.935 8.169 -0.897 0.4 0.5 -0.2 -0.194
C -8.144 8.670 -0.258 0.4 -1.6 -0.8 -0.067
N -4.525 5.212 -0.598 0.4 -1.2 2.0 0.025
H -5.552 6.002 -3.110 -0.9 -0.3 0.7 0.084
H -3.964 6.218 -2.756 0.6 1.2 -0.2 0.068
H -5.220 7.636 -2.697 0.8 0.1 -0.4 0.089
H -4.263 7.195 -0.592 -0.2 0.7 0.1 0.144
H -6.199 7.069 0.653 -0.4 -0.1 0.5 0.112
H -7.074 6.091 -0.524 -0.5 0.0 -0.2 0.126
H -8.882 7.884 -0.414 -0.4 0.0 0.2 0.080
H -8.500 9.547 -0.798 0.5 0.0 0.1 0.088
H -8.074 8.846 0.816 0.5 0.1 0.0 0.083
H -3.535 5.410 -0.619 1.1 -1.0 -1.1 0.052
H -4.463 5.183 0.410 -1.1 -0.6 0.9 0.080
C 8.578 1.389 0.968 -0.9 -0.5 -1.0 -0.092
C 8.979 2.030 2.227 2.1 -0.7 1.3 -0.435
C 9.003 1.042 3.421 -0.6 0.8 -0.6 -0.203
O 9.180 1.766 4.636 -1.6 -0.4 0.6 -0.162
C 7.915 2.199 5.177 -0.4 0.4 0.8 -0.106
N 10.381 2.477 2.009 -0.6 0.8 -0.2 0.034
H 7.599 0.912 0.988 -0.3 0.2 0.2 0.050
H 9.223 0.548 0.713 0.4 0.2 -0.3 0.089
H 8.575 2.195 0.233 0.1 -0.5 -0.5 0.086
H 8.345 2.899 2.401 0.1 0.0 0.4 0.135
H 9.808 0.320 3.284 0.5 0.3 0.1 0.124
H 8.130 0.390 3.391 -0.7 0.2 0.5 0.102
H 7.389 2.995 4.649 0.4 0.1 -0.7 0.079
H 7.965 2.588 6.194 1.2 0.2 0.0 0.083
H 7.134 1.467 5.385 0.3 -1.1 -0.8 0.072
H 10.805 2.879 2.833 -0.1 -0.1 0.2 0.065
H 10.939 1.686 1.720 0.1 -0.1 0.0 0.064
```
Forces are in eV/Å.

Properties
LUMO energy: -0.53 eV
molar mass: 1823.2 g/mol
HOMO energy: -8.383 eV
frontier orbital gap: 7.849 eV